(1)
# C22H31N3O3S

The molecule C22H31N3O3S (wB97M-V/def2-TZVPD, the OMol25 dataset).

Values from the calculation:
- Relative energy (zero: lowest compared OMol25 entry of this formula, charge and spin): 64.83 kcal/mol
- HOMO-LUMO gap: 8.938 eV
- SMILES string: COc1ccc(C(=O)NCc2nc(C)c(C)s2)cc1OC1CCN(C(C)C)CC1
- Total charge: 0
- E_HOMO: -8.228 eV
- LUMO level: 0.71 eV

Structure (XYZ):
```
60
Properties=species:S:1:pos:R:3:forces:R:3
C -0.2290 -0.1263 3.9481 -0.08 -0.09 0.23
H 0.0680 -1.1684 4.1000 -0.03 0.03 -0.01
O 0.0687 0.3118 2.6450 0.02 -0.03 -0.57
C -0.5179 -0.3175 1.5833 0.14 0.17 -0.05
C -1.4138 -1.3714 1.7208 0.05 0.07 0.12
C -1.9635 -1.9926 0.6167 0.00 -0.02 -0.26
C -1.6201 -1.5843 -0.6648 -0.03 0.07 0.46
C -0.7466 -0.5128 -0.8080 -0.03 -0.04 0.23
C -0.1925 0.1370 0.2877 -0.12 -0.09 -0.08
O 0.7159 1.1092 -0.0231 0.16 -0.30 0.21
C 0.6870 2.4268 0.5337 -0.06 0.41 0.30
C -0.6846 2.8842 1.0164 0.15 0.04 -0.13
C -0.5892 4.3348 1.5181 -0.15 -0.06 -0.11
N 0.3929 4.5285 2.5670 0.07 0.09 0.13
C 1.6900 4.0943 2.0909 0.16 -0.23 -0.06
C 1.7283 2.6284 1.6350 -0.09 0.10 -0.21
H 2.7180 2.3812 1.2480 0.05 -0.03 -0.01
H 1.5091 1.9640 2.4679 0.05 0.00 -0.01
H 1.9357 4.7337 1.2347 0.09 0.01 0.05
H 2.4431 4.2738 2.8561 0.04 0.03 -0.08
C -0.0573 4.0663 3.8827 -0.10 0.22 0.24
C 1.0856 3.8431 4.8713 -0.21 -0.08 -0.27
H 0.6666 3.6015 5.8460 -0.02 -0.01 0.06
H 1.7300 3.0216 4.5703 0.14 -0.07 0.00
H 1.6821 4.7463 4.9725 0.11 0.11 0.03
C -0.9935 5.1305 4.4684 0.04 -0.32 -0.10
H -0.4633 6.0759 4.5435 0.08 0.10 0.01
H -1.8708 5.2804 3.8463 -0.12 0.06 -0.04
H -1.3284 4.8328 5.4590 -0.11 -0.02 0.12
H -0.6160 3.1182 3.7981 0.04 0.02 0.01
H -0.3039 4.9833 0.6829 -0.11 0.02 -0.02
H -1.5680 4.6592 1.8719 0.02 0.05 -0.08
H -1.4116 2.8174 0.2042 -0.04 0.00 0.00
H -1.0247 2.2443 1.8295 -0.04 -0.04 -0.01
H 0.9794 3.0554 -0.3223 -0.07 -0.04 0.17
H -0.4774 -0.1300 -1.7805 0.04 0.07 -0.09
C -2.2348 -2.3024 -1.8143 0.03 0.12 -0.22
O -3.2795 -2.9195 -1.7166 -0.14 -0.15 0.15
N -1.5601 -2.2000 -2.9891 0.16 0.06 -0.24
H -0.6072 -1.8713 -2.9917 -0.01 -0.08 0.13
C -1.9466 -2.9761 -4.1399 -0.47 0.24 0.03
C -0.8196 -3.8377 -4.5957 -0.36 -0.69 -0.55
N 0.4073 -3.6519 -4.2670 -0.10 0.67 0.48
C 1.2474 -4.5613 -4.8298 -0.07 -0.64 -0.53
C 0.6398 -5.4836 -5.6320 -0.24 0.32 0.18
S -1.0731 -5.1922 -5.6727 0.63 0.45 0.47
C 1.2758 -6.5984 -6.3821 0.05 -0.02 0.02
H 2.0509 -6.2150 -7.0461 0.02 -0.06 -0.08
H 0.5372 -7.1310 -6.9746 0.07 -0.12 -0.09
H 1.7435 -7.3014 -5.6918 0.02 -0.09 -0.04
C 2.7101 -4.4918 -4.5496 -0.06 -0.08 -0.06
H 3.2685 -4.3343 -5.4716 0.13 0.01 -0.02
H 3.0571 -5.4200 -4.0979 0.13 -0.03 0.04
H 2.9049 -3.6685 -3.8693 0.07 0.02 0.03
H -2.8140 -3.5817 -3.8548 0.14 0.14 -0.09
H -2.2508 -2.3102 -4.9612 -0.01 -0.16 0.11
H -2.6603 -2.8073 0.7358 -0.06 -0.07 0.00
H -1.6838 -1.7261 2.7026 0.01 0.00 0.10
H -1.2930 -0.0121 4.1799 0.04 -0.02 -0.02
H 0.3522 0.5130 4.6121 -0.05 -0.05 -0.01
```
Positions in Å, forces in eV/Å.

Here are the Löwdin charges for atoms 1 to 2, given in e: -0.073, 0.100

(2)
# C4H7N

The molecule C4H7N (wB97M-V/def2-TZVPD, the OMol25 dataset).

Values from the calculation:
- Relative energy (zero: lowest compared OMol25 entry of this formula, charge and spin): 79.40 kcal/mol
- HOMO-LUMO gap: 9.313 eV
- SMILES string: C1=CCNC1
- Total charge: 0
- E_HOMO: -8.285 eV
- LUMO level: 1.03 eV

Structure (XYZ):
```
12
Properties=species:S:1:pos:R:3:forces:R:3
C -0.0769 -1.0521 -0.5973 -1.88 -2.33 -1.91
C 0.5723 0.6322 1.0500 -6.66 -2.56 -2.19
C -0.4934 1.2015 -0.0043 2.88 3.24 -0.18
C -0.8362 0.2425 -0.8215 -2.33 -1.19 -1.73
H -0.8166 -1.9019 -0.4512 0.20 0.90 0.31
H 0.4515 -1.5740 -1.4881 -0.25 1.71 0.97
H 1.8693 -1.1121 0.3566 -4.77 1.24 0.94
H 1.4893 1.0668 1.1294 2.12 1.52 0.86
H -0.3468 0.7320 1.7731 3.03 -0.54 0.67
H -0.6869 2.3909 -0.0955 -0.12 -3.25 0.56
H -1.8086 0.2380 -1.4275 1.86 0.20 0.43
N 0.6830 -0.8639 0.5763 5.91 1.08 1.28
```
Positions in Å, forces in eV/Å.

Here are the Löwdin charges for atoms 1 to 2, given in e: -0.335, -0.140

(3)
# C25H30CaN8O6

A structure of composition C25H30CaN8O6 (wB97M-V/def2-TZVPD, the OMol25 dataset).

Values from the calculation:
- HOMO-LUMO gap: 8.073 eV
- Total charge: 0
- E_HOMO: -7.970 eV
- LUMO level: 0.10 eV

Structure (XYZ):
```
70
Properties=species:S:1:pos:R:3:forces:R:3
Ca 0.6090 -0.3607 -0.6324 1.15 0.75 2.00
N -3.8166 3.2730 0.3368 0.02 0.00 0.04
C -3.4315 2.0532 -0.1288 -0.05 0.22 0.02
N -2.6137 1.2620 0.4475 0.18 -0.01 -0.22
C -2.0234 1.6700 1.6472 0.10 -0.69 -0.25
N -1.1217 0.9861 2.2301 -0.45 0.93 1.20
N -0.3468 0.0326 1.7847 0.53 -0.59 -0.82
C -0.3702 -1.1788 2.1735 -0.63 0.43 0.31
C 0.7556 -2.0430 1.8282 0.48 -0.38 -0.02
C 0.8406 -3.3540 2.2943 -0.16 0.13 0.00
C 1.9692 -4.0974 1.9974 0.05 0.06 -0.04
C 2.9906 -3.5108 1.2643 -0.02 -0.07 0.06
C 2.8176 -2.2075 0.8273 0.07 -0.01 0.03
N 1.7298 -1.4948 1.0914 0.36 -0.50 0.71
C -2.4999 2.9019 2.2961 -0.23 0.08 -0.06
C -2.0875 3.3023 3.5640 -0.04 0.05 0.01
C -2.5737 4.4692 4.1221 0.09 -0.05 0.06
C -3.4817 5.2530 3.4181 -0.07 0.03 -0.10
C -3.9003 4.8749 2.1568 0.00 0.06 -0.01
C -3.4086 3.7004 1.5965 0.15 -0.10 0.20
H -4.4491 3.8503 -0.1879 -0.07 -0.09 -0.08
H -3.8842 1.7598 -1.0728 -0.01 0.01 0.01
H -1.1896 -1.5942 2.7591 0.09 0.08 0.16
H 0.0337 -3.7694 2.8835 -0.01 -0.01 -0.02
H 2.0538 -5.1210 2.3389 0.01 0.00 0.02
H 3.8946 -4.0547 1.0280 0.01 0.02 -0.01
H 3.5717 -1.7034 0.2327 -0.04 -0.03 -0.05
H -1.3848 2.6754 4.0950 0.01 0.01 -0.01
H -2.2465 4.7771 5.1060 -0.01 -0.02 0.00
H -3.8701 6.1614 3.8594 0.01 0.01 -0.01
H -4.6083 5.4791 1.6016 0.00 0.01 0.02
O 0.7858 3.5562 -2.3488 0.00 -0.06 -0.32
C 0.2517 2.4488 -1.8463 -0.34 0.28 0.24
O 0.1141 2.2380 -0.6654 -0.08 -0.10 -0.16
C -0.2362 1.5245 -2.9501 0.17 0.21 -0.06
O -0.4218 0.2396 -2.4214 -0.86 0.72 -1.44
C -1.6748 -0.4013 -2.6328 -0.32 -0.61 0.22
C -1.6949 -1.6265 -1.6655 -0.53 -0.18 -0.48
O -2.1598 -2.6850 -2.0874 -0.01 0.19 0.00
O -1.2106 -1.3803 -0.5250 -1.61 -1.00 -0.11
H 1.2598 4.0366 -1.6542 0.04 -0.03 0.15
H 0.5183 1.5147 -3.7389 -0.05 -0.05 -0.02
H -1.1630 1.9406 -3.3569 -0.02 -0.04 0.01
H -1.7877 -0.7212 -3.6697 0.09 -0.01 0.02
H -2.5091 0.2495 -2.3495 0.13 0.14 -0.03
C 0.6983 -5.8213 -1.5462 -0.04 0.06 -0.10
C 0.2270 -4.9464 -2.7111 0.10 -0.14 0.21
N 1.2709 -4.1129 -3.2976 -0.11 0.04 -0.14
C 2.0282 -4.6481 -4.4190 0.20 -0.03 0.08
C 3.3111 -5.3704 -4.0003 -0.13 0.05 -0.07
C 1.5782 -2.9087 -2.7394 0.06 -0.19 0.13
C 2.5396 -2.0149 -3.4790 -0.13 -0.01 0.10
N 1.0961 -2.4780 -1.6217 0.13 -0.33 -0.52
H -0.1658 -6.3054 -1.0892 0.03 -0.03 0.03
H 1.1999 -5.2236 -0.7832 -0.01 -0.01 0.01
H 1.3882 -6.5969 -1.8806 0.01 0.00 0.02
H -0.5952 -4.3067 -2.3882 -0.03 0.03 -0.06
H -0.1638 -5.5862 -3.5035 -0.02 0.06 -0.03
H 2.2772 -3.8432 -5.1096 -0.05 -0.02 0.00
H 1.3816 -5.3410 -4.9580 -0.04 0.05 -0.02
H 3.9210 -4.7271 -3.3654 0.03 -0.02 -0.01
H 3.8942 -5.6399 -4.8826 0.02 -0.03 0.03
H 3.0838 -6.2791 -3.4441 0.03 -0.01 0.01
H 2.1652 -1.7957 -4.4808 0.03 0.00 0.01
H 3.5249 -2.4723 -3.5754 -0.01 -0.01 -0.03
H 2.6322 -1.0895 -2.9171 0.07 0.05 -0.01
H 0.4393 -3.1220 -1.1857 0.04 -0.06 -0.10
O 3.5687 2.7233 -1.5258 -0.23 -0.06 0.04
C 2.9824 1.6828 -1.4285 0.44 -0.15 0.07
N 2.4022 0.6470 -1.3253 1.51 0.95 -0.79
```
Positions in Å, forces in eV/Å.

Here are the Löwdin charges for atoms 1 to 2, given in e: 1.335, 0.105

(4)
# C6H9N

A cluster of 2 separate species, C6H9N in total (wB97M-V/def2-TZVPD, the OMol25 dataset).

Values from the calculation:
- Relative energy (zero: lowest compared OMol25 entry of this formula, charge and spin): 100.76 kcal/mol
- HOMO-LUMO gap: 8.314 eV
- Total charge: 0
- E_HOMO: -7.495 eV
- LUMO level: 0.82 eV

Structure (XYZ):
```
16
Properties=species:S:1:pos:R:3:forces:R:3
C -0.5444 1.2233 1.9445 -0.01 0.05 0.14
C -0.1356 0.2418 0.9053 0.01 -0.13 0.25
C 1.0621 -0.0539 0.3436 -0.13 0.15 0.16
C 0.8029 -0.9749 -0.7275 -0.09 -0.13 0.18
C 0.9231 -0.3461 -2.0391 -0.78 0.80 0.07
C -0.5032 -1.4194 -0.5678 -0.15 0.06 0.05
N -1.0861 -0.6029 0.3265 -0.04 -0.27 0.36
H -0.8633 0.7178 2.8612 -0.01 0.13 0.00
H 0.2926 1.8823 2.1862 -0.11 -0.11 -0.02
H -1.3683 1.8488 1.5815 0.09 -0.09 0.09
H 1.9842 0.5027 0.4831 -0.26 -0.08 -0.05
H -0.3010 0.8010 -1.5442 2.32 -1.41 -1.97
H 0.6433 -0.9844 -2.8940 -0.37 0.63 0.30
H 1.8817 0.1511 -2.2537 -0.67 0.29 0.18
H -1.0978 -2.0216 -1.2480 0.13 0.22 0.12
H -2.0627 -0.6085 0.5728 0.08 -0.10 0.15
```
Positions in Å, forces in eV/Å.

Here are the Löwdin charges for atoms 1 to 2, given in e: -0.039, -0.345

(5)
# H24O12

A cluster of 12 separate species, H24O12 in total (wB97M-V/def2-TZVPD, the OMol25 dataset).

Values from the calculation:
- Relative energy (zero: lowest compared OMol25 entry of this formula, charge and spin): 137.05 kcal/mol
- HOMO-LUMO gap: 9.207 eV
- SMILES string: O.O.O.O.O.O.O.O.O.O.O.O
- Total charge: 0
- E_HOMO: -9.552 eV
- LUMO level: -0.35 eV

Structure (XYZ):
```
36
Properties=species:S:1:pos:R:3:forces:R:3
H -0.2472 0.7809 0.5584 0.29 -0.80 -0.77
H -0.9031 -0.4204 -0.0868 -0.97 -0.31 -0.16
H -2.6877 -2.3430 1.9002 -0.62 -0.40 0.67
H -2.3881 -3.7510 1.8568 0.83 -1.54 -0.55
H -1.9350 -0.3138 -4.3391 -1.97 0.94 1.28
H -0.8721 -0.3864 -5.2529 -0.15 -1.72 1.06
H -2.5839 2.5468 2.9777 0.00 -0.45 -0.15
H -3.6259 2.7803 1.9696 -1.07 0.86 -0.72
H 2.9823 3.0324 0.7468 0.37 -0.01 -0.07
H 2.2023 2.7651 -0.5336 0.83 -1.57 2.08
H 1.9476 1.8641 1.8129 -0.21 -1.64 0.29
H 1.2750 0.6781 2.5899 -0.90 0.05 0.36
H 3.4945 -0.7053 4.3329 2.83 2.82 2.99
H 2.2686 -0.7959 3.6687 -0.05 -0.42 -0.44
H 2.1281 -0.6167 0.7024 0.30 1.56 -1.24
H 2.9273 0.2975 -0.3396 0.91 -0.02 0.50
H 2.4411 -1.5793 -0.9741 0.65 0.89 1.34
H 2.8158 -1.5493 -2.5220 -1.46 -0.55 1.94
H -1.0133 3.1138 -1.8084 0.68 1.09 -1.27
H -0.1130 3.9640 -2.8508 1.41 -0.44 -0.33
H -0.0800 -4.0056 -2.2425 0.03 0.24 0.09
H -0.3191 -2.5881 -1.6421 -0.02 -1.81 0.03
H -4.1599 -0.0181 -0.0200 -1.44 1.04 1.40
H -2.9675 -0.8719 -0.1757 -1.17 0.63 -1.28
O -0.0776 0.0451 -0.0785 -1.63 1.04 0.94
O -2.9901 -3.1863 2.2997 -0.18 1.91 -0.11
O -1.3099 -0.9677 -4.5525 2.11 0.76 -2.30
O -3.0421 2.1009 2.2476 1.10 -0.44 0.84
O 2.5789 2.2737 0.2961 -0.42 3.87 -2.83
O 2.0856 0.9601 2.1930 0.42 1.15 1.51
O 3.0937 -1.2817 3.7848 -2.60 -2.58 -2.48
O 2.0613 0.0414 -0.0476 1.00 -2.41 0.27
O 2.1303 -1.8041 -1.8203 0.61 -0.96 -4.25
O -0.9459 3.8822 -2.4358 -2.09 -0.72 1.59
O -0.5146 -3.5626 -1.5050 0.06 1.64 -0.06
O -3.6565 -0.3789 -0.7103 2.52 -1.67 -0.15
```
Positions in Å, forces in eV/Å.

Here are the Löwdin charges for atoms 1 to 2, given in e: 0.063, 0.003

(6)
# C6H8

A cluster of 2 separate species, C6H8 in total (wB97M-V/def2-TZVPD, the OMol25 dataset).

Values from the calculation:
- Relative energy (zero: lowest compared OMol25 entry of this formula, charge and spin): 124.49 kcal/mol
- HOMO-LUMO gap (spin up / spin down): 8.588 / 8.587 eV
- Total charge: 0
- E_HOMO (spin up / spin down): -9.275 / -9.275 eV
- LUMO level (spin up / spin down): -0.69 / -0.69 eV

Structure (XYZ):
```
14
Properties=species:S:1:pos:R:3:forces:R:3
C 3.3540 -0.4335 0.1349 2.25 -0.40 0.43
C 2.2431 -0.1489 -0.2203 -3.52 0.80 -1.07
C -1.3618 -1.4633 0.4885 0.31 0.41 0.37
C -0.5136 -1.0533 -0.4809 -0.84 -0.05 -1.37
C -0.3640 1.4969 0.0758 -1.26 -2.12 0.85
C 0.0134 0.3174 -0.8093 2.92 -1.05 2.39
H 4.4104 -0.6497 0.3865 -1.48 0.25 -0.25
H -1.7630 -2.5038 0.3801 0.43 1.16 0.46
H -1.6465 -0.8531 1.4084 0.33 -0.91 -1.48
H -0.3567 -1.7940 -1.2979 0.17 0.64 0.71
H -0.3755 2.3885 -0.5272 -0.68 0.38 -0.04
H -1.3675 1.1129 0.5827 1.80 1.67 -1.11
H 0.3543 1.6801 0.8796 -0.13 -0.32 -0.16
H 0.3124 0.5548 -1.8318 -0.29 -0.47 0.27
```
Positions in Å, forces in eV/Å.

Here are the Löwdin charges for atoms 1 to 2, given in e: -0.111, -0.073

(7)
# C4H5NO

A structure of composition C4H5NO (wB97M-V/def2-TZVPD, the OMol25 dataset).

Values from the calculation:
- Relative energy (zero: lowest compared OMol25 entry of this formula, charge and spin): 76.36 kcal/mol
- HOMO-LUMO gap: 9.885 eV
- Total charge: 0
- E_HOMO: -9.736 eV
- LUMO level: 0.15 eV

Structure (XYZ):
```
11
Properties=species:S:1:pos:R:3:forces:R:3
C -1.2893 -1.1683 0.7682 0.41 0.26 0.10
C -0.9678 0.2250 0.4726 -0.54 0.36 0.50
C 0.4106 0.9123 0.0525 -2.13 -1.80 -0.21
C 1.2874 0.1585 -0.8933 0.28 0.17 -0.04
N -2.2655 -1.0150 0.0160 1.85 1.41 -0.39
O 0.6593 1.9455 0.6014 0.14 0.05 -0.07
H -0.8530 -1.9783 1.3282 -0.05 -0.39 0.20
H -1.5269 0.9415 1.0608 0.00 -0.05 0.03
H 1.3821 0.7405 -1.8084 0.00 0.01 -0.11
H 0.8787 -0.8197 -1.1294 -0.03 -0.02 -0.02
H 2.2845 0.0580 -0.4686 0.07 0.00 0.01
```
Positions in Å, forces in eV/Å.

Here are the Löwdin charges for atoms 1 to 2, given in e: -0.274, -0.042